{
  "formula": "C15H18IrN4SSi",
  "method": "ωB97M-V with the def2-TZVPD basis set",
  "symbols": ["Ir", "N", "C", "S", "N", "N", "C", "C", "C", "C", "C", "C", "N", "H", "H", "H", "H", "H", "H", "H", "C", "Si", "C", "C", "C", "C", "C", "C", "C", "H", "H", "H", "H", "H", "H", "H", "H", "H", "H", "H"],
  "coordinates": [[-0.141108, 0.089146, 0.753833], [1.375943, 3.478899, -1.368755], [1.077419, 2.289299, -0.867939], [-0.254672, 2.250864, 0.349463], [1.715055, 1.221483, -1.242303], [1.256011, 0.088823, -0.651051], [1.714468, -1.057298, -1.011107], [1.122301, -2.228439, -0.376300], [1.494514, -3.516627, -0.695672], [0.838403, -4.577631, -0.079018], [-0.171784, -4.311755, 0.829640], [-0.493050, -2.993838, 1.110064], [0.137795, -1.970916, 0.530167], [0.878538, 4.309778, -1.094664], [2.089496, 3.556694, -2.079076], [2.480365, -1.121289, -1.774880], [2.277339, -3.687644, -1.421940], [1.111066, -5.597350, -0.315344], [-0.712241, -5.107720, 1.321385], [-1.272651, -2.747713, 1.816995], [0.948533, 1.991610, 3.693118], [0.471642, 0.346589, 3.041534], [-1.381434, 0.033328, 2.753733], [1.428434, -1.125575, 3.545284], [2.807386, -1.170742, 3.295811], [3.546642, -2.279534, 3.674746], [2.920270, -3.340707, 4.317581], [1.556846, -3.303047, 4.579814], [0.807834, -2.204124, 4.186662], [0.896768, 1.960204, 4.785802], [0.294665, 2.784876, 3.332391], [1.982213, 2.231688, 3.435726], [-1.921721, 0.887210, 3.170252], [-1.749543, -0.898137, 3.170997], [-1.807986, 0.077433, 1.695978], [3.311404, -0.338287, 2.814908], [4.611461, -2.311083, 3.486770], [3.502566, -4.197881, 4.628910], [1.080878, -4.122851, 5.101068], [-0.253167, -2.184435, 4.410518]],
  "forces_ev_per_a": [[0.039, -0.076, -0.075], [-0.010, 0.012, -0.001], [-0.054, 0.031, 0.074], [0.129, -0.069, -0.011], [0.062, 0.011, -0.086], [-0.074, -0.002, 0.020], [0.000, -0.007, -0.013], [0.048, -0.030, -0.049], [0.017, -0.033, -0.006], [-0.017, 0.016, 0.014], [0.019, 0.028, -0.018], [-0.014, -0.039, 0.023], [0.070, 0.089, -0.009], [-0.003, 0.000, -0.002], [0.004, -0.003, 0.004], [-0.005, -0.004, -0.003], [-0.001, -0.001, 0.005], [-0.001, 0.001, -0.002], [0.000, 0.000, -0.001], [-0.006, 0.004, -0.009], [0.041, 0.031, -0.021], [-0.157, -0.137, 0.033], [0.068, 0.465, 0.292], [0.001, 0.105, -0.050], [-0.013, -0.051, 0.069], [-0.001, 0.024, -0.016], [0.029, -0.019, 0.001], [-0.061, 0.030, -0.010], [0.089, -0.068, -0.017], [-0.023, -0.027, -0.005], [0.023, 0.017, 0.009], [0.001, 0.006, -0.030], [-0.016, -0.081, 0.040], [-0.017, -0.067, -0.056], [-0.175, -0.149, -0.126], [-0.007, -0.002, 0.009], [-0.004, -0.004, 0.003], [0.000, 0.001, 0.001], [0.008, -0.003, 0.004], [0.011, 0.001, 0.014]],
  "homo_ev": [-15.4, -15.3],
  "homo_lumo_gap_ev": [7.4, 5.9],
  "charge": 2,
  "spin_multiplicity": 2,
  "total_energy_ha": -1592.897370
}